Record 1
{
  "formula": "C5H3F3NO4",
  "method": "the ωB97M-V functional and the def2-TZVPD basis",
  "symbols": ["C", "C", "C", "C", "C", "N", "O", "O", "O", "O", "F", "F", "F", "H", "H", "H"],
  "coordinates": [[0.57340, -0.45360, 1.36428], [-0.72022, -0.54701, 1.85235], [1.77183, 1.54234, -0.42548], [0.51653, 0.52186, 0.29622], [-0.59845, -1.16172, -1.58077], [-0.59604, 1.24136, 0.47868], [2.62941, 0.97697, -1.02122], [1.52317, 2.69827, -0.24261], [-1.45026, 0.51589, 1.42261], [0.35992, -0.46035, -1.34726], [-0.62369, -2.50334, -0.85878], [-1.95888, -0.60586, -1.31544], [-0.84014, -1.66990, -2.86268], [1.42251, -1.01168, 1.62667], [-0.95056, -0.94192, 2.79682], [-1.05854, 1.85869, -0.18338]],
  "de_lowest_kcal_mol": 19.9,
  "gap_ev": 8.74,
  "e_homo_ha": -0.1977,
  "charge": -1
}

---

Record 2
{
  "formula": "C4H8O2",
  "method": "the ωB97M-V functional and the def2-TZVPD basis",
  "symbols": ["C", "O", "C", "C", "C", "O", "H", "H", "H", "H", "H", "H", "H", "H"],
  "coordinates": [[0.96018, 1.50622, 0.15466], [0.31725, -0.68347, -0.71350], [-0.00355, -1.38612, 0.48960], [-1.36877, -0.69554, 0.59228], [-0.83824, 0.12180, -0.60396], [-0.42925, 1.41384, -0.30935], [1.48915, 2.01835, -0.64695], [1.59233, 0.62357, 0.38703], [0.87547, 2.07480, 1.07166], [0.68254, -1.17755, 1.32570], [0.00864, -2.44331, 0.24506], [-1.56612, -0.09752, 1.48538], [-2.21910, -1.35055, 0.38550], [-1.43438, 0.08047, -1.52804]],
  "de_lowest_kcal_mol": 62.4,
  "gap_ev": 10.70,
  "e_homo_ha": -0.3547,
  "charge": 0
}

---

Record 3
{
  "formula": "C33H46Cl4CuN5O",
  "method": "the ωB97M-V functional and the def2-TZVPD basis",
  "symbols": ["C", "N", "C", "C", "C", "C", "C", "C", "C", "C", "N", "C", "C", "C", "H", "H", "H", "H", "H", "H", "H", "H", "H", "H", "H", "H", "H", "H", "C", "N", "C", "C", "C", "C", "C", "C", "C", "C", "N", "C", "C", "C", "H", "H", "H", "H", "H", "H", "H", "H", "H", "H", "H", "H", "H", "H", "Cu", "C", "O", "H", "H", "H", "Cl", "C", "C", "Cl", "H", "H", "H", "H", "Cl", "C", "C", "Cl", "H", "H", "H", "H", "C", "C", "C", "C", "N", "H", "H", "H", "H", "H", "H", "H"],
  "coordinates": [[-27.37052, 19.70052, -6.56812], [-27.52321, 19.36349, -8.00285], [-27.36172, 20.34597, -8.92665], [-27.60219, 20.04133, -10.29465], [-27.98847, 18.76773, -10.64317], [-28.10166, 17.76397, -9.62401], [-28.00081, 18.12331, -8.28156], [-28.07788, 18.30644, -12.03054], [-27.32612, 18.79511, -13.07899], [-27.62650, 18.30188, -14.36400], [-28.54665, 17.32231, -14.56439], [-29.34671, 16.95153, -13.56183], [-29.11086, 17.35499, -12.28586], [-28.74946, 16.85671, -15.96462], [-27.37021, 20.77666, -6.39491], [-26.49181, 19.16348, -6.21098], [-28.22017, 19.38789, -5.96110], [-27.10330, 21.36717, -8.68839], [-27.32417, 20.71899, -11.08831], [-28.39437, 16.73035, -9.73515], [-28.02423, 17.39675, -7.48283], [-26.59948, 19.50274, -12.70797], [-27.01033, 18.63968, -15.18414], [-30.20310, 16.33583, -13.79402], [-29.76189, 16.96000, -11.52000], [-27.87843, 17.00768, -16.60228], [-29.52548, 17.54366, -16.30225], [-29.18578, 15.86235, -15.86991], [-31.45855, 18.99110, -16.08080], [-31.00045, 19.23970, -14.77215], [-29.92379, 20.02261, -14.51823], [-29.65323, 20.48860, -13.22402], [-30.49415, 20.11712, -12.24611], [-31.63821, 19.41135, -12.49499], [-31.88156, 18.87238, -13.75297], [-30.21315, 20.44179, -10.78058], [-30.54450, 19.56657, -9.69348], [-30.44930, 20.08323, -8.37822], [-30.06345, 21.42058, -8.10059], [-29.68536, 22.16878, -9.14844], [-29.64210, 21.68894, -10.49852], [-30.04945, 21.85363, -6.67503], [-32.20745, 18.20533, -15.98180], [-30.73710, 18.84364, -16.88446], [-32.00340, 19.88347, -16.38888], [-29.38936, 20.33520, -15.40315], [-28.71709, 21.01098, -13.09297], [-32.18827, 19.07338, -11.62920], [-32.65991, 18.13493, -13.88229], [-30.78033, 18.51812, -9.80094], [-30.56456, 19.36911, -7.57625], [-29.34244, 23.11175, -8.74893], [-29.39648, 22.35274, -11.31427], [-29.57663, 21.18947, -5.95155], [-31.08727, 21.92103, -6.34866], [-29.72424, 22.89184, -6.60823], [-31.03407, 16.23372, -10.08491], [-30.41551, 17.32696, -7.47571], [-30.25670, 17.17148, -8.88374], [-31.43337, 17.26535, -7.09065], [-29.93978, 16.46706, -7.00417], [-29.76103, 18.11072, -7.09429], [-34.43826, 19.30419, -4.36679], [-32.57717, 19.47167, -4.38194], [-32.11613, 19.48887, -5.87352], [-30.48211, 20.11810, -5.77026], [-32.15663, 18.65539, -3.79463], [-32.53359, 20.42163, -3.84923], [-32.71132, 20.19524, -6.45223], [-32.09539, 18.50693, -6.34622], [-31.93364, 13.34767, -3.99579], [-31.29924, 14.12361, -5.38564], [-31.60327, 15.61813, -5.15341], [-33.30466, 15.99995, -5.53225], [-31.78564, 13.78999, -6.30227], [-30.25837, 13.80139, -5.35613], [-31.11579, 16.13208, -5.98185], [-31.38916, 15.94836, -4.13694], [-35.40497, 16.74520, -9.45285], [-34.55465, 16.63293, -8.20568], [-33.08376, 17.23320, -8.10536], [-32.89851, 18.58819, -8.55728], [-32.71045, 19.69022, -8.93249], [-34.71696, 16.55326, -10.27619], [-35.88696, 17.71963, -9.53202], [-36.15671, 15.95912, -9.52404], [-34.44240, 15.58508, -7.92723], [-35.14846, 17.09732, -7.41839], [-32.28537, 16.59395, -8.48220], [-32.82199, 17.26557, -7.04776]],
  "gap_ev": 4.86,
  "e_homo_ha": -0.6560,
  "charge": 4
}

---

Record 4
{
  "formula": "C3H8NO",
  "method": "the ωB97M-V functional and the def2-TZVPD basis",
  "symbols": ["C", "C", "C", "N", "O", "H", "H", "H", "H", "H", "H", "H", "H"],
  "coordinates": [[1.43358, 0.48656, -0.57829], [0.15069, 0.11328, 0.12651], [-1.28573, 0.90366, 0.09758], [-0.12404, -1.33157, 0.19750], [1.16699, 0.51678, 0.91008], [2.03919, -0.40295, -0.90444], [1.71977, 1.47470, -0.98029], [-1.54806, 0.68470, 1.12820], [-2.03813, 0.65950, -0.52394], [-1.12049, 1.92635, 0.08733], [0.52862, -1.72388, -0.62305], [-1.06194, -1.51529, -0.01998], [0.13954, -1.79184, 1.08281]],
  "de_lowest_kcal_mol": 91.8,
  "gap_ev": [5.37, 7.40],
  "e_homo_ha": [-0.3380, -0.6110],
  "spin_multiplicity": 3,
  "charge": 1,
  "s2": 2.006
}

---

Record 5
{
  "formula": "C11H18N3",
  "method": "the ωB97M-V functional and the def2-TZVPD basis",
  "symbols": ["C", "C", "C", "C", "C", "C", "C", "C", "C", "C", "C", "N", "N", "N", "H", "H", "H", "H", "H", "H", "H", "H", "H", "H", "H", "H", "H", "H", "H", "H", "H", "H"],
  "coordinates": [[0.02871, 0.06097, -3.17535], [0.37519, 0.21072, -1.76511], [-1.22340, -0.46735, -3.23370], [-0.53686, -0.41701, -1.01919], [1.23468, -2.21047, 0.48917], [-1.64259, -0.91709, -1.82468], [0.27590, -1.64712, 1.44063], [-0.62836, -0.37105, 0.44999], [-1.59943, 1.93436, 0.68304], [1.84372, 1.05125, 1.89502], [-0.60371, 0.92572, 1.19492], [2.50246, -2.08002, 0.73618], [-1.12741, -1.53371, 1.21279], [0.76846, 1.61705, 1.12571], [0.67366, 0.51426, -3.95973], [1.29023, 0.70074, -1.45533], [-1.86486, -0.72116, -4.14144], [0.79165, -2.62635, -0.42731], [-2.58378, -0.38723, -1.56144], [-1.94265, -1.97263, -1.94834], [0.61126, -1.28947, 2.45459], [-2.55356, 1.79217, 0.99855], [-1.61783, 1.94060, -0.51297], [-1.32272, 2.93518, 1.00151], [2.29887, 0.03062, 1.56094], [2.72979, 1.69455, 2.11226], [1.61572, 0.64892, 2.87286], [-0.84275, 0.80118, 2.34711], [3.14999, -2.43053, 0.00851], [-1.91309, -2.13756, 0.89424], [0.78183, 2.70886, 1.40842], [1.03089, 1.64158, 0.13813]],
  "de_lowest_kcal_mol": 35.2,
  "gap_ev": [5.62, 5.70],
  "e_homo_ha": [-0.3163, -0.4350],
  "spin_multiplicity": 3,
  "charge": 1,
  "s2": 2.032
}